Run 1
DFT (ωB97M-V/def2-TZVPD) results for a cluster of 2 separate species, C5H6N in total.

Structure (XYZ):
```
12
Properties=species:S:1:pos:R:3:mulliken_charge:R:1
C 1.295 -0.444 1.913 -0.2026
C 0.462 -0.023 1.011 0.3809
C 2.025 -0.959 2.940 -0.4989
C -0.264 0.420 -1.907 -0.0713
C -0.491 1.211 -0.648 -0.1716
N -1.618 0.412 -1.281 -0.2043
H 2.089 -2.032 3.172 0.2670
H 2.632 -0.400 3.676 0.2816
H -0.169 0.685 -2.974 0.3009
H 0.356 -0.543 -1.733 0.2377
H -2.319 1.271 -1.515 0.3869
H -2.104 -0.320 -0.843 0.2938
```

## Properties
LUMO level (eV): -6.278
Total charge: +1
Spin multiplicity: 1
Molecular weight (Da): 80.110
HOMO-LUMO gap (eV): 7.54
Highest occupied orbital energy (eV): -13.82

---

Run 2
DFT (ωB97M-V/def2-TZVPD) results for a structure of composition C5H6N.

Structure (XYZ):
```
12
Properties=species:S:1:pos:R:3:mulliken_charge:R:1
C 1.942 -0.921 0.337 -0.5732
C 0.884 -1.214 -0.540 0.4444
C 1.505 0.449 0.206 -0.1669
C -0.997 -0.339 -0.118 -0.5187
C -0.378 -1.614 0.259 -0.1952
N 0.265 0.235 -0.663 -0.0774
H 1.152 1.120 1.146 0.2882
H 2.083 1.119 -0.477 0.3323
H -1.827 -0.673 -0.780 0.3213
H -1.410 0.225 0.603 0.3841
H -0.707 -2.505 0.727 0.4078
H 0.301 0.777 -1.526 0.3533
```

## Properties
LUMO level (alpha / beta) (eV): -6.098 / -6.097
Total charge: +1
Spin multiplicity: 1
Molecular weight (Da): 80.110
HOMO-LUMO gap (alpha / beta) (eV): 8.16 / 8.16
Highest occupied orbital energy (alpha / beta) (eV): -14.26 / -14.26

---

run 2 is preferred energetically. Next in line: 34.8 kcal/mol higher.

---

Run 1
DFT (ωB97M-V/def2-TZVPD) results for a cluster of 2 separate species, C2H9N2S in total.

Structure (XYZ):
```
14
Properties=species:S:1:pos:R:3:mulliken_charge:R:1
C 0.013 1.973 -1.481 -0.6686
S 1.487 0.487 -1.907 -0.7041
H -0.439 2.279 -2.488 0.2415
H 0.597 2.710 -0.904 0.1729
H -0.716 1.519 -0.876 0.0977
N 1.088 -1.319 0.616 -0.4583
C -0.261 -1.582 0.949 -0.2984
N -1.012 -0.324 1.395 -0.7915
H 1.603 -0.974 1.551 0.2245
H 1.251 -0.686 -0.199 0.0765
H -0.431 -2.338 1.698 0.2744
H -0.797 -1.848 0.024 0.2889
H -1.904 -0.132 0.836 0.2759
H -0.477 0.235 0.786 0.2686
```

## Properties
LUMO level (eV): 4.296
Total charge: -1
Spin multiplicity: 1
Molecular weight (Da): 93.175
HOMO-LUMO gap (eV): 7.17
Highest occupied orbital energy (eV): -2.88

---

Run 2
DFT (ωB97M-V/def2-TZVPD) results for a cluster of 2 separate species, C2H9N2S in total.

Structure (XYZ):
```
14
Properties=species:S:1:pos:R:3:mulliken_charge:R:1
S -0.340 -0.535 -2.435 -0.8132
H -0.662 -0.052 -3.657 -0.0530
C -1.359 -0.556 1.102 -0.8069
N -0.449 0.494 0.648 -0.5231
C 0.935 0.012 0.609 -0.5781
N 1.827 0.834 -0.201 -0.6955
H -2.342 -0.306 0.697 0.3013
H -1.077 -1.544 0.724 0.3184
H -1.451 -0.553 2.190 0.2765
H -0.645 0.682 -0.337 0.2551
H 1.008 -0.990 0.158 0.3911
H 1.344 -0.049 1.623 0.4026
H 1.539 0.755 -1.179 0.2782
H 1.672 1.810 0.059 0.2467
```

## Properties
LUMO level (eV): 4.298
Total charge: -1
Spin multiplicity: 1
Molecular weight (Da): 93.175
HOMO-LUMO gap (eV): 7.30
Highest occupied orbital energy (eV): -3.01

---

run 2 is preferred energetically. Next in line: 40.5 kcal/mol higher.

---

Run 1
DFT (ωB97M-V/def2-TZVPD) results for the ion C4H9N2O2 with charge +1.

Structure (XYZ):
```
17
Properties=species:S:1:pos:R:3:mulliken_charge:R:1
C -0.655 -1.905 -1.424 -0.0291
C 0.157 0.659 -0.398 0.2911
C 0.928 1.152 1.948 -0.9395
C 0.249 1.709 0.677 -0.4993
N 0.601 -1.566 -1.014 -0.1833
N -1.750 -1.289 -1.015 0.0630
O 0.846 -0.451 -0.191 -0.1094
O -1.801 -0.297 -0.157 -0.5151
H -0.770 -2.706 -2.112 0.4172
H -0.247 0.767 -1.549 0.3593
H 0.514 0.143 2.214 0.3050
H 1.042 2.032 2.609 0.3747
H 2.086 0.982 1.556 0.2238
H 0.849 2.560 0.316 0.3545
H -0.780 2.183 0.736 0.3466
H 1.316 -2.182 -0.828 0.2645
H -2.586 -1.793 -1.368 0.2759
```

## Properties
LUMO level (alpha / beta) (eV): -4.489 / -4.489
Total charge: +1
Spin multiplicity: 1
Molecular weight (Da): 117.128
HOMO-LUMO gap (alpha / beta) (eV): 9.08 / 9.08
Highest occupied orbital energy (alpha / beta) (eV): -13.57 / -13.57

---

Run 2
DFT (ωB97M-V/def2-TZVPD) results for a cluster of 2 separate species, C4H9N2O2 in total.

Structure (XYZ):
```
17
Properties=species:S:1:pos:R:3:mulliken_charge:R:1
C -1.902 -0.090 0.071 0.7126
C 0.942 -0.032 0.909 -0.6417
C 1.341 -0.541 -0.502 -0.3596
C 0.151 0.399 -0.208 -0.1699
N -1.947 -1.358 0.258 -0.1887
N 0.176 1.883 -0.544 -0.1470
O -2.517 0.917 0.060 -0.4604
O 0.968 -1.902 -0.598 -0.5069
H 0.518 -0.496 1.711 0.2299
H 1.651 0.719 1.196 0.3062
H 2.286 -0.319 -0.995 0.3726
H -1.096 -1.818 0.064 0.2116
H -2.717 -1.867 0.506 0.2115
H 0.054 2.139 -1.543 0.3627
H 0.980 2.445 -0.126 0.3976
H -0.565 2.242 -0.050 0.3417
H 1.674 -2.322 -0.210 0.3277
```

## Properties
LUMO level (eV): -3.339
Total charge: +1
Spin multiplicity: 1
Molecular weight (Da): 117.128
HOMO-LUMO gap (eV): 10.05
Highest occupied orbital energy (eV): -13.39

---

run 2 is preferred energetically. Next in line: 65.2 kcal/mol higher.

---

Run 1
DFT (ωB97M-V/def2-TZVPD) results for a structure of composition C5H7NO.

Structure (XYZ):
```
14
Properties=species:S:1:pos:R:3:mulliken_charge:R:1
C -1.052 -1.021 0.431 -1.3122
C -0.536 0.374 0.025 0.5522
C 0.815 0.297 -0.725 -0.4963
C 2.026 0.040 0.117 -0.8009
O 1.815 0.095 1.428 -0.2663
C -1.530 1.071 -0.808 -0.0212
N -2.306 1.600 -1.486 -0.4476
H -1.998 -0.945 0.979 0.3615
H -0.314 -1.510 1.075 0.3550
H -1.217 -1.644 -0.456 0.3388
H -0.387 0.971 0.936 0.2707
H 0.786 -0.462 -1.521 0.3751
H 1.038 1.242 -1.248 0.3986
H 2.859 -0.105 1.251 0.6926
```

## Properties
LUMO level (eV): 0.509
Spin multiplicity: 1
Molecular weight (Da): 97.117
HOMO-LUMO gap (eV): 9.65
Highest occupied orbital energy (eV): -9.14

---

Run 2
DFT (ωB97M-V/def2-TZVPD) results for a structure of composition C5H7NO.

Structure (XYZ):
```
14
Properties=species:S:1:pos:R:3:mulliken_charge:R:1
O 2.260 1.689 -0.005 -0.5555
C 1.043 1.651 0.415 -0.1197
C 0.220 0.915 -0.426 0.0528
C -0.038 -0.421 -0.993 -0.0307
C -0.187 -1.508 0.043 -0.5827
C -1.217 -0.562 0.700 -0.4016
N -1.142 0.436 -0.453 -0.5804
H 0.682 2.377 1.152 0.3542
H 1.413 1.296 -1.025 0.4096
H 0.042 -0.563 -2.069 0.3788
H 0.724 -1.766 0.588 0.2464
H -0.640 -2.417 -0.362 0.2630
H -0.938 -0.143 1.672 0.2536
H -2.222 -0.984 0.762 0.3122
```

## Properties
LUMO level (eV): 0.430
Spin multiplicity: 1
Molecular weight (Da): 97.117
HOMO-LUMO gap (eV): 8.95
Highest occupied orbital energy (eV): -8.52

---

Run 3
DFT (ωB97M-V/def2-TZVPD) results for an isolated molecule of C5H7NO.

Structure (XYZ):
```
14
Properties=species:S:1:pos:R:3:mulliken_charge:R:1
O 0.000 0.253 -2.671 -0.5455
C -0.266 0.038 -1.523 0.3783
C -0.797 -1.166 -0.732 -0.4802
N -0.838 -0.332 0.493 -0.3671
C 0.469 -0.363 1.212 -0.3538
C 0.820 1.049 0.708 -0.6446
C -0.370 0.895 -0.251 0.0576
H -1.787 -1.507 -1.055 0.2461
H -0.126 -2.032 -0.677 0.2764
H 1.143 -1.138 0.822 0.2367
H 0.374 -0.496 2.292 0.3244
H 1.815 1.226 0.295 0.2942
H 0.597 1.814 1.455 0.2537
H -1.034 1.759 -0.367 0.3240
```

## Properties
LUMO level (eV): 0.824
Spin multiplicity: 1
Molecular weight (Da): 97.117
HOMO-LUMO gap (eV): 10.29
Highest occupied orbital energy (eV): -9.46

---

Run 4
DFT (ωB97M-V/def2-TZVPD) results for an isolated molecule of C5H7NO.

Structure (XYZ):
```
14
Properties=species:S:1:pos:R:3:mulliken_charge:R:1
C -1.982 -0.122 -0.064 -1.2405
C -0.522 -0.135 0.284 1.2188
N -0.007 -1.085 1.328 -0.3658
C 0.015 0.252 1.674 -0.4142
C 1.813 0.439 -1.036 -0.1609
C 0.475 0.104 -0.638 -0.4192
O 0.606 0.654 -1.854 -0.4760
H -2.272 0.861 -0.449 0.2892
H -2.552 -0.322 0.845 0.3513
H -2.222 -0.881 -0.815 0.3083
H 0.886 -1.533 1.065 0.2365
H 1.005 0.723 1.773 0.1897
H 2.490 -0.322 -1.417 0.2334
H 2.269 1.366 -0.696 0.2492
```

## Properties
LUMO level (alpha / beta) (eV): 0.534 / 0.513
Spin multiplicity: 1
Molecular weight (Da): 97.117
HOMO-LUMO gap (alpha / beta) (eV): 7.91 / 7.83
Highest occupied orbital energy (alpha / beta) (eV): -7.38 / -7.32

---

run 3 is preferred energetically. Next in line: 36.6 kcal/mol higher.

---

Run 1
DFT (ωB97M-V/def2-TZVPD) results for an isolated molecule of C3H2N4O.

Structure (XYZ):
```
10
Properties=species:S:1:pos:R:3:mulliken_charge:R:1
C 1.553 -0.255 0.036 -0.3323
C 0.902 0.843 -0.119 0.0584
C -0.431 -0.953 -0.116 0.3131
H 2.728 -0.186 0.093 0.2888
H 0.904 2.060 -0.274 0.3077
N -0.480 0.448 -0.002 0.5947
N -1.655 0.949 0.170 -0.4477
N -2.500 -0.040 0.133 -0.0058
N 0.724 -1.503 0.257 -0.5177
O -1.743 -1.362 -0.179 -0.2592
```

## Properties
LUMO level (eV): -0.155
Spin multiplicity: 1
Molecular weight (Da): 110.076
HOMO-LUMO gap (eV): 9.90
Highest occupied orbital energy (eV): -10.06

---

Run 2
DFT (ωB97M-V/def2-TZVPD) results for an isolated molecule of C3H2N4O.

Structure (XYZ):
```
10
Properties=species:S:1:pos:R:3:mulliken_charge:R:1
C 1.483 -0.069 -0.088 0.5716
C -0.723 -1.040 -0.253 0.0241
C -1.184 0.148 0.316 0.1528
H -1.358 -2.058 -0.115 0.2974
H -2.434 0.069 0.352 0.2363
N 0.603 -1.137 -0.424 -0.3251
N -0.667 1.338 0.413 -0.2556
N 0.426 1.897 -0.206 -0.0979
N 1.408 1.130 -0.674 -0.1123
O 2.446 -0.278 0.678 -0.4911
```

## Properties
LUMO level (eV): -2.376
Spin multiplicity: 1
Molecular weight (Da): 110.076
HOMO-LUMO gap (eV): 8.29
Highest occupied orbital energy (eV): -10.66

---

run 1 is preferred energetically. Next in line: 11.8 kcal/mol higher.

---

Run 1
DFT (ωB97M-V/def2-TZVPD) results for an isolated molecule of C3H2N4O.

Structure (XYZ):
```
10
Properties=species:S:1:pos:R:3:mulliken_charge:R:1
C 1.148 -0.022 -0.024 0.6222
C -0.481 1.357 -0.354 0.0813
C -1.436 -0.512 0.380 0.1098
H -0.703 2.399 -0.511 0.3775
H -2.191 -0.902 1.118 0.3254
N 0.694 1.084 -0.573 -0.3854
N -1.544 0.767 0.414 -0.4024
N -0.711 -1.445 -0.242 -0.1268
N 0.492 -1.301 -0.670 -0.1945
O 1.873 -0.022 0.859 -0.4072
```

## Properties
LUMO level (eV): -1.785
Spin multiplicity: 1
Molecular weight (Da): 110.076
HOMO-LUMO gap (eV): 8.24
Highest occupied orbital energy (eV): -10.03

---

Run 2
DFT (ωB97M-V/def2-TZVPD) results for an isolated molecule of C3H2N4O.

Structure (XYZ):
```
10
Properties=species:S:1:pos:R:3:mulliken_charge:R:1
C 1.072 0.602 0.182 0.4125
C 1.059 -0.728 -0.426 0.1683
C -1.559 0.066 0.304 0.0869
H 2.027 -0.976 -1.061 0.3027
H -2.460 0.049 0.856 0.4371
N 0.169 -1.561 -0.424 -0.2134
N -0.967 -1.148 0.207 -0.3490
N -1.115 1.251 -0.207 -0.1578
N 0.181 1.435 -0.649 -0.2183
O 1.592 1.010 1.217 -0.4691
```

## Properties
LUMO level (eV): -2.111
Spin multiplicity: 1
Molecular weight (Da): 110.076
HOMO-LUMO gap (eV): 7.92
Highest occupied orbital energy (eV): -10.03

---

Run 3
DFT (ωB97M-V/def2-TZVPD) results for an isolated molecule of C3H2N4O.

Structure (XYZ):
```
10
Properties=species:S:1:pos:R:3:mulliken_charge:R:1
C -0.968 1.145 0.303 0.7011
C 0.683 -0.858 0.498 -0.1161
C 0.821 -0.433 -0.798 -0.0370
H 1.490 -1.440 1.024 0.3311
H 1.802 -0.635 -1.274 0.3426
N -1.469 -0.026 0.993 -0.2618
N -0.609 -0.912 1.146 -0.0728
N -0.107 0.193 -1.623 -0.1399
N -1.038 0.820 -1.078 -0.3165
O -0.604 2.146 0.810 -0.4307
```

## Properties
LUMO level (eV): -1.202
Spin multiplicity: 1
Molecular weight (Da): 110.076
HOMO-LUMO gap (eV): 8.56
Highest occupied orbital energy (eV): -9.77

---

Run 4
DFT (ωB97M-V/def2-TZVPD) results for an isolated molecule of C3H2N4O.

Structure (XYZ):
```
10
Properties=species:S:1:pos:R:3:mulliken_charge:R:1
C -0.631 0.182 -0.871 0.4457
C -1.149 -0.798 -0.008 0.1274
C 1.235 0.606 0.751 0.0134
H -2.142 -1.250 -0.224 0.3641
H 1.659 1.502 1.172 0.3871
N -0.421 -1.047 1.041 -0.3846
N 0.427 -0.143 1.525 -0.1851
N 1.611 -0.048 -0.577 -0.1989
N 0.724 -0.066 -1.441 -0.0650
O -1.312 1.062 -1.367 -0.5040
```

## Properties
LUMO level (eV): -1.509
Spin multiplicity: 1
Molecular weight (Da): 110.076
HOMO-LUMO gap (eV): 8.35
Highest occupied orbital energy (eV): -9.86

---

run 1 is preferred energetically. Next in line: 3.6 kcal/mol higher.